Here is a molecular structure, C31H29MoOS5Sb2 at a distorted geometry from the OMol25 dataset. Energies are from wB97M-V/def2-TZVPD.

Last column: Löwdin charge in e.
CARTESIAN COORDINATES (ANGSTROEM)
Mo -1.420 0.845 -0.234  0.60
C 1.189 -1.364 -2.223  -0.37
C 1.609 -2.314 -1.101  -0.36
C 0.456 -3.004 -0.378  -0.34
Sb -1.035 -1.838 0.697  1.52
C -0.066 -1.997 2.588  -0.38
C 0.727 -0.931 3.000  -0.15
C 1.477 -1.051 4.165  -0.07
C 1.425 -2.217 4.910  -0.06
C 0.627 -3.279 4.492  -0.07
C -0.124 -3.171 3.332  -0.12
C -2.724 -3.072 0.300  -0.38
C -2.764 -4.366 0.817  -0.12
C -3.802 -5.214 0.466  -0.07
C -4.796 -4.771 -0.398  -0.06
C -4.752 -3.481 -0.905  -0.07
C -3.721 -2.620 -0.552  -0.13
Sb 0.939 0.655 -1.618  1.48
C 0.396 1.543 -3.465  -0.39
C -0.386 0.844 -4.379  -0.13
C -0.768 1.445 -5.569  -0.07
C -0.379 2.747 -5.849  -0.07
C 0.390 3.453 -4.936  -0.07
C 0.776 2.854 -3.745  -0.14
C 2.943 1.248 -1.410  -0.38
C 3.542 1.277 -0.153  -0.13
C 4.888 1.594 -0.040  -0.07
C 5.627 1.885 -1.177  -0.06
C 5.027 1.855 -2.428  -0.06
C 3.682 1.537 -2.552  -0.12
H 0.267 -1.705 -2.698  0.06
H 1.956 -1.312 -2.998  0.07
H 2.256 -1.811 -0.373  0.10
H 2.229 -3.099 -1.541  0.11
H 0.859 -3.636 0.415  0.06
H -0.096 -3.643 -1.070  0.07
H 0.768 -0.005 2.418  0.04
H 2.086 -0.212 4.488  0.11
H 2.001 -2.304 5.822  0.11
H 0.586 -4.190 5.075  0.11
H -0.742 -4.004 3.021  0.08
H -1.989 -4.725 1.483  0.08
H -3.835 -6.219 0.865  0.11
H -5.606 -5.432 -0.675  0.11
H -5.526 -3.135 -1.577  0.11
H -3.702 -1.608 -0.959  0.07
H -0.712 -0.168 -4.174  0.09
H -1.373 0.895 -6.278  0.11
H -0.679 3.213 -6.778  0.11
H 0.691 4.471 -5.148  0.11
H 1.379 3.417 -3.041  0.10
H 2.968 1.058 0.740  0.09
H 5.356 1.618 0.935  0.11
H 6.676 2.138 -1.089  0.11
H 5.606 2.082 -3.314  0.11
H 3.223 1.513 -3.533  0.10
O -2.294 0.407 -1.566  -0.54
C -4.080 3.490 2.983  -0.37
S -2.968 2.722 4.190  0.83
C -1.488 3.597 3.824  -1.01
C -0.667 3.379 2.783  -1.08
S -0.866 2.134 1.591  0.48
S 0.750 4.391 2.648  0.90
C 0.472 5.326 4.097  -1.49
S 1.463 6.510 4.591  0.61
S -0.995 4.860 4.915  0.94
H -5.077 3.120 3.215  0.04
H -3.814 3.206 1.967  0.02
H -4.069 4.572 3.093  0.05

Results
LUMO energy: -3.696 eV
energy above the lowest of the compared OMol25 structures with the same formula, charge and spin: 171.7 kJ/mol
DFT total energy: -103763.8559 eV
HOMO: -0.3787 Eh
charge: +1


Here is a molecular structure, C25H28BrN3O2Sn from the OMol25 dataset. Energies are from wB97M-V/def2-TZVPD.

Last column: natural (NBO) charge in e.
CARTESIAN COORDINATES (ANGSTROEM)
Sn -0.080 -0.058 0.540  2.21
N 0.607 1.916 1.160  -0.88
C 0.417 2.036 2.618  0.17
C 1.497 2.521 3.336  -0.24
C 1.412 2.652 4.711  -0.17
C 0.236 2.292 5.349  -0.17
C -0.831 1.802 4.615  -0.16
C -0.779 1.657 3.225  -0.13
C -1.976 1.095 2.533  0.03
C -3.250 1.459 2.973  -0.20
C -4.389 0.876 2.439  -0.16
C -4.291 -0.085 1.442  -0.19
C -3.042 -0.437 0.961  -0.20
C -1.898 0.149 1.502  -0.53
H 1.597 2.028 0.946  0.44
H 0.127 2.646 0.631  0.43
H 2.407 2.810 2.820  0.22
H 2.255 3.029 5.272  0.25
H 0.148 2.382 6.423  0.25
H -1.725 1.491 5.139  0.24
H -3.358 2.219 3.736  0.24
H -5.360 1.177 2.808  0.24
H -5.180 -0.550 1.039  0.24
H -2.962 -1.175 0.171  0.22
C -3.324 0.924 -3.171  -0.63
C -1.959 1.425 -3.629  -0.24
N -0.941 0.362 -3.741  -0.33
C -0.639 -0.088 -5.119  -0.21
C -1.746 -0.945 -5.710  -0.63
C -0.359 -0.151 -2.678  0.58
C 0.631 -1.262 -2.840  -0.69
N -0.651 0.296 -1.449  -0.97
H -3.980 1.772 -2.980  0.25
H -3.270 0.328 -2.258  0.20
H -3.790 0.306 -3.936  0.24
H -1.571 2.213 -2.976  0.20
H -2.037 1.875 -4.616  0.24
H 0.309 -0.616 -5.120  0.22
H -0.489 0.818 -5.706  0.23
H -2.001 -1.775 -5.050  0.22
H -1.413 -1.359 -6.661  0.25
H -2.648 -0.366 -5.903  0.22
H 0.207 -2.053 -3.455  0.26
H 0.912 -1.678 -1.880  0.24
H 1.538 -0.901 -3.327  0.27
H -1.433 0.940 -1.441  0.41
Br 6.740 -2.805 -1.011  0.13
C 5.443 -2.731 0.346  -0.09
C 5.662 -3.383 1.556  -0.15
C 4.709 -3.340 2.565  -0.20
C 3.526 -2.651 2.374  -0.14
C 3.317 -1.996 1.157  -0.16
C 4.274 -2.028 0.138  -0.19
C 2.084 -1.284 0.939  0.79
O 1.108 -1.278 1.778  -0.71
O 1.853 -0.591 -0.133  -0.75
H 6.585 -3.928 1.705  0.25
H 4.896 -3.852 3.498  0.25
H 2.771 -2.617 3.147  0.24
H 4.105 -1.511 -0.796  0.24

Results
LUMO energy: -6.039 eV
energy above the lowest of the compared OMol25 structures with the same formula, charge and spin: 0.0 kJ/mol
DFT total energy: -110806.2229 eV
HOMO: -0.5107 Eh
charge: +2